Below is a cluster of 9 separate species, C48H114F9N6O18 in total in a non-equilibrium geometry, with properties calculated with ωB97M-V/def2-TZVPD.

Computed properties:
Highest occupied orbital energy in hartree: -0.4194
Net charge: +3
Relative energy (zero: lowest compared OMol25 entry of this formula, charge and spin) in eV: 5.951
E_LUMO in eV: -5.88
Total energy in eV: -121837.8982
Frontier orbital gap in eV: 5.53

Cartesian coordinates (Å):
C  -0.535  -1.190  -0.673
O  0.200  -0.730  0.504
O  0.279  -0.792  -1.728
C  -1.048  -2.605  -0.619
F  -0.167  -3.645  -0.730
F  -1.842  -2.767  0.501
F  -1.992  -2.609  -1.597
C  -0.485  -0.167  1.695
C  -0.267  1.363  1.787
H  -0.656  1.870  0.903
H  -0.649  1.725  2.742
H  0.806  1.549  1.772
H  0.192  -0.495  2.484
H  -1.440  -0.592  2.005
H  -1.441  -0.587  -0.742
C  -3.396  3.069  -4.115
O  -3.015  3.426  -2.758
O  -2.271  3.498  -4.856
C  -3.956  1.633  -4.181
F  -4.185  1.249  -5.391
F  -3.228  0.842  -3.443
F  -5.136  1.439  -3.707
C  -4.021  3.434  -1.708
C  -3.274  3.841  -0.423
H  -3.084  2.863  0.019
H  -2.363  4.419  -0.575
H  -3.981  4.349  0.233
H  -4.625  2.549  -1.509
H  -4.728  4.258  -1.809
H  -4.238  3.730  -4.322
C  5.192  2.763  3.703
O  6.024  3.685  3.069
O  4.667  3.362  4.890
C  4.113  2.140  2.633
F  3.356  3.075  2.010
F  4.678  1.512  1.630
F  3.159  1.376  3.133
C  7.411  3.410  2.757
C  8.243  4.659  2.480
H  7.819  5.485  3.051
H  9.313  4.499  2.618
H  8.144  4.987  1.445
H  7.411  2.759  1.883
H  7.963  2.920  3.559
H  5.717  1.848  3.978
C  4.935  2.919  -1.650
O  4.278  1.792  -1.956
C  5.086  0.627  -1.926
C  4.250  -0.707  -2.005
N  3.192  -0.659  -0.839
H  3.083  0.330  -0.670
H  2.298  -1.041  -1.115
C  3.608  -1.345  0.491
C  3.278  -2.852  0.442
O  3.919  -3.406  -0.681
C  3.591  -4.789  -0.856
H  5.241  3.527  -2.501
H  5.828  2.927  -1.024
H  4.145  3.610  -1.358
H  5.666  0.722  -1.008
H  5.875  0.726  -2.671
H  4.776  -1.661  -2.041
H  3.661  -0.556  -2.910
H  2.865  -0.935  1.175
H  4.616  -1.128  0.842
H  2.196  -2.979  0.463
H  3.755  -3.302  1.313
H  4.199  -5.035  -1.727
H  2.554  -4.945  -1.155
H  3.830  -5.334  0.057
C  0.620  6.481  0.730
O  0.197  5.745  -0.449
C  1.230  5.597  -1.381
C  0.744  5.177  -2.775
N  -0.190  3.937  -2.676
H  -0.951  4.278  -2.108
H  -0.833  3.775  -3.438
C  0.374  2.492  -2.410
C  1.127  1.982  -3.659
O  2.293  2.703  -3.967
C  3.011  2.104  -5.116
H  -0.380  6.625  1.139
H  1.099  7.404  0.405
H  1.304  6.063  1.468
H  1.941  4.894  -0.948
H  1.832  6.486  -1.568
H  1.545  4.754  -3.381
H  0.327  5.974  -3.390
H  -0.557  1.925  -2.420
H  0.833  2.396  -1.426
H  0.327  1.965  -4.399
H  1.334  0.912  -3.685
H  2.302  1.742  -5.861
H  3.563  1.265  -4.694
H  3.665  2.896  -5.481
C  -1.625  -11.273  -1.362
O  -3.008  -10.921  -1.163
C  -3.632  -11.353  0.064
C  -4.888  -10.542  0.433
N  -4.674  -9.004  0.218
H  -4.017  -8.720  -0.495
H  -5.560  -8.556  0.036
C  -4.307  -8.219  1.511
C  -3.440  -7.009  1.191
O  -2.278  -7.539  0.626
C  -1.364  -6.591  0.048
H  -1.602  -12.347  -1.176
H  -0.942  -10.697  -0.738
H  -1.323  -11.008  -2.375
H  -2.891  -11.174  0.844
H  -3.873  -12.411  -0.039
H  -5.309  -10.676  1.429
H  -5.529  -10.947  -0.350
H  -3.877  -8.943  2.202
H  -5.312  -7.973  1.855
H  -3.218  -6.503  2.130
H  -3.928  -6.346  0.476
H  -0.432  -7.079  -0.238
H  -1.028  -5.700  0.579
H  -1.919  -6.080  -0.738
C  5.427  6.731  4.551
O  4.103  6.879  4.046
C  3.214  7.650  4.852
C  2.773  6.715  6.060
N  2.391  5.299  5.610
H  3.209  4.801  5.289
H  1.956  4.827  6.391
C  1.578  4.979  4.375
C  0.094  5.100  4.461
O  -0.135  6.470  4.258
C  -1.472  6.866  3.848
H  5.420  6.521  5.621
H  6.190  7.493  4.390
H  5.712  5.791  4.078
H  2.389  7.927  4.196
H  3.513  8.612  5.268
H  1.874  7.152  6.496
H  3.540  6.627  6.829
H  1.731  3.902  4.319
H  2.157  5.299  3.509
H  -0.251  4.758  5.437
H  -0.486  4.507  3.754
H  -2.137  6.627  4.678
H  -1.736  6.216  3.013
H  -1.487  7.917  3.559
C  -5.094  -1.051  -0.480
O  -5.874  -1.184  0.721
C  -5.291  -2.135  1.706
C  -6.142  -2.079  3.059
N  -6.774  -0.726  3.349
H  -7.515  -0.434  2.728
H  -7.351  -0.852  4.168
C  -5.803  0.460  3.218
C  -5.000  0.524  4.488
O  -3.775  -0.090  4.052
C  -2.710  0.401  4.867
H  -4.167  -0.588  -0.142
H  -5.695  -0.483  -1.190
H  -4.876  -2.011  -0.948
H  -4.262  -1.914  1.990
H  -5.246  -3.109  1.219
H  -5.523  -2.270  3.936
H  -6.959  -2.790  2.938
H  -6.464  1.327  3.213
H  -5.160  0.299  2.353
H  -5.349  -0.033  5.357
H  -4.871  1.575  4.745
H  -2.619  1.485  4.940
H  -1.842  0.161  4.253
H  -2.664  -0.011  5.875
C  -3.161  -4.081  -5.516
O  -2.047  -3.291  -5.748
C  -2.000  -2.097  -5.018
C  -0.814  -1.260  -5.411
N  0.371  -1.927  -4.741
H  1.121  -1.502  -5.268
H  0.642  -1.562  -3.838
C  0.531  -3.485  -4.839
C  1.653  -3.966  -3.834
O  2.669  -2.939  -3.691
C  3.732  -2.766  -4.622
H  -3.521  -4.001  -4.490
H  -3.128  -5.144  -5.752
H  -3.951  -3.726  -6.178
H  -2.227  -2.259  -3.965
H  -2.901  -1.599  -5.376
H  -0.893  -0.267  -4.968
H  -0.584  -1.384  -6.469
H  0.963  -3.543  -5.838
H  -0.342  -4.114  -4.669
H  2.064  -4.904  -4.206
H  1.036  -3.990  -2.936
H  4.653  -3.276  -4.340
H  3.891  -1.697  -4.769
H  3.532  -3.232  -5.587

Below is a cluster of 9 separate species, C48H114F9N6O18 in total in a non-equilibrium geometry, with properties calculated with ωB97M-V/def2-TZVPD.

Computed properties:
Highest occupied orbital energy in hartree: -0.3450
Net charge: +3
Relative energy (zero: lowest compared OMol25 entry of this formula, charge and spin) in eV: 3.917
E_LUMO in eV: -7.34
Total energy in eV: -121839.9314
Frontier orbital gap in eV: 2.04

Cartesian coordinates (Å):
C  6.235  -7.072  -15.447
O  6.512  -6.647  -14.070
O  5.629  -8.257  -15.393
C  5.708  -5.909  -16.303
F  5.410  -6.343  -17.541
F  4.580  -5.358  -15.789
F  6.632  -4.947  -16.505
C  7.463  -5.626  -13.841
C  7.558  -5.555  -12.300
H  8.301  -4.846  -11.932
H  6.566  -5.228  -11.971
H  7.763  -6.536  -11.875
H  7.166  -4.650  -14.233
H  8.443  -5.975  -14.181
H  7.254  -7.329  -15.788
C  10.123  -6.867  -7.633
O  9.672  -7.808  -8.653
O  11.037  -7.504  -6.909
C  10.480  -5.506  -8.277
F  10.590  -4.597  -7.293
F  11.610  -5.564  -9.014
F  9.534  -5.045  -9.139
C  8.357  -7.716  -9.136
C  8.196  -8.834  -10.192
H  8.933  -8.575  -10.958
H  8.382  -9.833  -9.809
H  7.284  -8.841  -10.797
H  8.117  -6.733  -9.556
H  7.613  -7.920  -8.355
H  9.273  -6.654  -6.956
C  11.064  -9.847  -13.216
O  11.434  -11.215  -13.529
O  12.153  -9.077  -13.333
C  9.729  -9.415  -13.923
F  9.769  -9.399  -15.276
F  8.764  -10.335  -13.657
F  9.249  -8.225  -13.474
C  10.672  -12.224  -12.834
C  10.984  -13.544  -13.534
H  10.588  -13.581  -14.549
H  12.058  -13.724  -13.582
H  10.575  -14.354  -12.924
H  9.585  -12.146  -12.883
H  10.975  -12.276  -11.787
H  10.769  -9.903  -12.156
C  7.059  -14.541  -15.258
O  6.809  -13.132  -15.328
C  8.036  -12.425  -15.464
C  7.709  -11.057  -16.071
N  7.099  -11.230  -17.417
H  7.527  -11.931  -18.023
H  6.106  -11.486  -17.422
C  7.118  -9.933  -18.225
C  5.974  -10.095  -19.245
O  4.754  -10.279  -18.610
C  4.102  -9.105  -18.081
H  7.650  -14.898  -16.106
H  6.112  -15.060  -15.400
H  7.548  -14.705  -14.298
H  8.588  -12.918  -16.280
H  8.736  -12.459  -14.628
H  8.582  -10.415  -16.141
H  6.955  -10.665  -15.391
H  8.124  -9.766  -18.608
H  6.957  -9.133  -17.500
H  6.133  -11.031  -19.792
H  5.929  -9.310  -20.004
H  4.000  -9.168  -16.998
H  3.117  -9.000  -18.529
H  4.682  -8.197  -18.249
C  3.126  -2.708  -16.271
O  4.117  -1.834  -15.730
C  4.041  -0.571  -16.328
C  5.377  0.122  -16.313
N  6.468  -0.688  -16.988
H  6.269  -0.937  -17.964
H  7.216  -0.032  -17.241
C  6.976  -1.857  -16.173
C  8.267  -2.374  -16.811
O  8.113  -2.434  -18.204
C  9.032  -3.326  -18.796
H  2.935  -3.715  -15.913
H  3.251  -2.727  -17.357
H  2.136  -2.247  -16.145
H  3.224  0.018  -15.893
H  3.693  -0.574  -17.371
H  5.790  0.274  -15.313
H  5.412  1.139  -16.704
H  6.171  -2.567  -16.335
H  7.048  -1.578  -15.126
H  8.539  -3.285  -16.269
H  9.151  -1.767  -16.572
H  10.058  -2.967  -18.692
H  8.855  -3.483  -19.861
H  8.810  -4.327  -18.413
C  2.612  -0.622  -4.436
O  3.989  -0.873  -4.510
C  4.340  -2.125  -5.079
C  5.835  -2.250  -5.162
N  6.546  -1.034  -5.725
H  6.412  -0.193  -5.151
H  7.549  -1.089  -5.522
C  6.113  -0.547  -7.102
C  6.710  -1.375  -8.227
O  6.133  -2.653  -8.169
C  6.536  -3.513  -9.220
H  2.009  -1.179  -3.712
H  2.149  -0.917  -5.389
H  2.426  0.442  -4.309
H  3.887  -2.292  -6.061
H  3.933  -2.873  -4.395
H  6.095  -3.073  -5.826
H  6.350  -2.447  -4.222
H  6.390  0.507  -7.115
H  5.028  -0.564  -7.001
H  7.793  -1.521  -8.165
H  6.519  -0.808  -9.146
H  6.448  -3.180  -10.263
H  5.865  -4.365  -9.343
H  7.567  -3.803  -9.013
C  0.063  2.826  -10.346
O  1.420  2.503  -10.606
C  2.048  3.473  -11.414
C  3.557  3.363  -11.301
N  4.102  2.092  -11.985
H  3.896  2.147  -12.984
H  5.118  2.197  -12.043
C  3.660  0.790  -11.405
C  4.498  -0.374  -11.939
O  3.858  -1.549  -11.459
C  4.060  -2.748  -12.205
H  -0.344  2.094  -9.652
H  -0.539  2.809  -11.258
H  -0.088  3.802  -9.878
H  1.777  4.494  -11.134
H  1.689  3.274  -12.431
H  3.809  3.363  -10.242
H  4.052  4.214  -11.765
H  2.628  0.540  -11.636
H  3.812  0.713  -10.330
H  5.499  -0.421  -11.500
H  4.534  -0.437  -13.033
H  3.603  -2.616  -13.188
H  3.758  -3.667  -11.711
H  5.145  -2.811  -12.352
C  10.542  -6.493  -16.955
O  11.208  -6.437  -15.728
C  12.588  -6.165  -15.819
C  13.003  -5.355  -14.571
N  12.917  -6.309  -13.384
H  12.639  -7.241  -13.720
H  13.858  -6.369  -13.005
C  11.879  -5.840  -12.411
C  12.232  -4.512  -11.763
O  13.489  -4.775  -11.147
C  13.929  -3.761  -10.251
H  10.724  -7.428  -17.493
H  10.781  -5.611  -17.560
H  9.462  -6.424  -16.794
H  12.936  -5.629  -16.707
H  13.054  -7.157  -15.829
H  12.527  -4.381  -14.537
H  14.066  -5.193  -14.760
H  11.776  -6.569  -11.608
H  10.919  -5.757  -12.919
H  11.478  -4.255  -11.017
H  12.355  -3.671  -12.455
H  13.267  -2.900  -10.167
H  14.990  -3.564  -10.402
H  13.923  -4.239  -9.265
C  3.648  -13.237  -13.935
O  3.939  -12.082  -13.203
C  5.172  -11.425  -13.380
C  5.318  -10.282  -12.421
N  4.540  -9.089  -12.920
H  4.886  -8.789  -13.858
H  3.564  -9.326  -13.112
C  4.562  -7.948  -11.960
C  3.356  -7.055  -12.236
O  2.227  -7.875  -12.144
C  0.919  -7.319  -12.139
H  3.804  -13.135  -15.019
H  2.611  -13.564  -13.919
H  4.340  -14.030  -13.639
H  5.202  -11.149  -14.442
H  5.944  -12.193  -13.272
H  6.353  -9.954  -12.369
H  4.926  -10.662  -11.479
H  5.553  -7.510  -11.973
H  4.321  -8.372  -10.984
H  3.460  -6.539  -13.197
H  3.360  -6.290  -11.450
H  0.342  -7.988  -11.498
H  0.570  -7.235  -13.164
H  0.798  -6.428  -11.513